Arrangement 1

2 unconnected molecules or ions with the total composition C8H11NOS. Source: the OMol25 dataset; level of theory: ωB97M-V with the def2-TZVPD basis set.

**LUMO**: 0.1 eV
**SMILES**: C=Cc1nccs1.C/C=C\O
**Molar mass**: 169.25 g/mol

Geometry as XYZ:
```
22
C8H11NOS, DFT ωB97M-V with the def2-TZVPD basis set
C -2.0605 1.7510 -1.7027
C -1.6926 0.5050 -2.0039
C -0.3361 0.2596 -2.4076
N 0.1320 -0.9139 -2.7277
C 1.4274 -0.9205 -2.9492
C 2.0471 0.2588 -2.8453
S 0.9218 1.5016 -2.4225
H -3.0533 1.8830 -1.4363
H -1.4730 2.5511 -1.4610
H -2.5205 -0.1842 -2.2659
H 1.7332 -1.9592 -3.2591
H 3.1498 0.4897 -3.0457
C -1.6475 -0.2444 2.1259
C -0.7213 -1.2001 1.4762
C 0.3436 -1.8155 1.9283
O 0.8539 -1.5827 3.1711
H -2.4376 0.1234 1.4286
H -1.1050 0.7154 2.5357
H -2.0987 -0.7780 3.0015
H -0.9811 -1.5409 0.4770
H 1.0276 -2.1938 1.2084
H 0.3037 -0.8793 3.6588
```

Löwdin atomic charge list, values in e, 2 entries:
1 C 0.008
2 C -0.159

Arrangement 2

C8H11NOS in the gas phase. Source: the OMol25 dataset; level of theory: ωB97M-V with the def2-TZVPD basis set.

**LUMO**: 0.7 eV
**SMILES**: CSc1c(C)[nH]c(C)c1C=O
**Molar mass**: 169.25 g/mol

Geometry as XYZ:
```
22
C8H11NOS, DFT ωB97M-V with the def2-TZVPD basis set
C -3.2977 0.2520 -0.4973
S -2.1714 -1.1879 -0.2826
C -0.5237 -0.5059 -0.0869
C 0.4672 -1.4405 0.0527
C 0.3235 -2.9493 0.1193
N 1.6218 -0.7360 0.1204
C 1.4208 0.6317 0.1440
C 2.6277 1.5975 0.3324
C 0.0383 0.8358 -0.1526
C -0.5521 2.1485 -0.0885
O -1.4762 2.6292 -0.7286
H -4.0223 -0.0597 -1.1577
H -2.6002 0.9640 -1.0244
H -3.7014 0.6285 0.4412
H -0.3362 -3.2913 -0.6030
H 1.3441 -3.2302 0.0422
H -0.0012 -3.1369 1.1907
H 2.5261 -1.2140 0.2544
H 3.3696 0.8925 0.7553
H 2.9535 2.1381 -0.5648
H 2.1286 2.1930 1.1369
H -0.1389 2.8409 0.5969
```

Löwdin atomic charge list, values in e, 2 entries:
1 C -0.355
2 S 0.880

The winner here is arrangement 2, beating the second structure by 0.0441 hartree.

Arrangement 1

2 unconnected molecules or ions with the total composition C2H8OS. Source: the OMol25 dataset; level of theory: ωB97M-V with the def2-TZVPD basis set.

**2S+1**: 2
**LUMO (spin up / spin down)**: -4.1 / -10.5 eV
**Molar mass**: 80.15 g/mol
**Net charge**: +1

Geometry as XYZ:
```
12
C2H8OS, DFT ωB97M-V with the def2-TZVPD basis set
S 2.6648 1.8366 -0.1855
H 2.6524 1.1144 0.9563
H 2.6305 0.7088 -0.9306
C -0.8100 -0.9350 -0.3225
O -1.9914 -0.8601 -1.0119
C -0.6735 0.2417 0.7223
H 0.1632 -0.7806 -0.9872
H -0.6511 -1.7706 0.3405
H -1.8114 -1.3013 -1.8575
H -0.7105 1.2651 0.3582
H 0.1045 0.1344 1.4790
H -1.5674 0.3467 1.4389
```

Löwdin atomic charge list, values in e, 2 entries:
1 S 0.948
2 H -0.103

Arrangement 2

2 unconnected molecules or ions with the total composition C2H8OS. Source: the OMol25 dataset; level of theory: ωB97M-V with the def2-TZVPD basis set.

**2S+1**: 2
**LUMO (spin up / spin down)**: -5.2 / -10.8 eV
**Molar mass**: 80.15 g/mol
**Net charge**: +1

Geometry as XYZ:
```
12
C2H8OS, DFT ωB97M-V with the def2-TZVPD basis set
S 3.1364 1.3946 0.3982
H 2.6366 2.3309 1.2333
H 3.7947 2.3890 -0.1406
C -0.5377 -1.0714 0.1601
O -0.1485 -1.7357 -1.0434
C -1.6253 -0.0069 -0.0741
H 0.3504 -0.4608 0.3431
H -0.8467 -1.7148 0.9721
H -0.9540 -1.8811 -1.5273
H -1.3828 0.7937 -0.7698
H -1.8745 0.4151 0.9029
H -2.5486 -0.4526 -0.4545
```

Löwdin atomic charge list, values in e, 2 entries:
1 S 1.129
2 H -0.056

The winner here is arrangement 2, beating the second structure by 0.0097 hartree.

Arrangement 1

C5H8S3 in the gas phase. Source: the OMol25 dataset; level of theory: ωB97M-V with the def2-TZVPD basis set.

**LUMO**: -0.3 eV
**SMILES**: CSC(=S)[C@@H](C)C=S
**Molar mass**: 164.32 g/mol

Geometry as XYZ:
```
16
C5H8S3, DFT ωB97M-V with the def2-TZVPD basis set
C -3.0255 -0.7115 -0.0348
S -1.6721 0.5381 -0.2062
C -0.1958 -0.3631 -0.0034
S -0.2306 -1.9335 0.3314
C 1.0259 0.4219 -0.3539
C 1.3814 1.4042 0.7186
C 2.1148 -0.5636 -0.6210
S 3.6191 -0.6576 -0.0256
H -2.9320 -1.4798 -0.8164
H -3.9390 -0.0672 -0.1976
H -3.1471 -1.1687 0.9523
H 0.8860 0.9909 -1.2545
H 2.2552 1.8658 0.3987
H 0.6458 2.1699 0.6921
H 1.4622 0.9261 1.6543
H 1.7518 -1.3719 -1.2342
```

Löwdin atomic charge list, values in e, 2 entries:
1 C -0.407
2 S 0.865

Arrangement 2

A molecular structure, C5H8S3. Source: the OMol25 dataset; level of theory: ωB97M-V with the def2-TZVPD basis set.

**LUMO**: -0.2 eV
**Molar mass**: 164.32 g/mol

Geometry as XYZ:
```
16
C5H8S3, DFT ωB97M-V with the def2-TZVPD basis set
C 4.0561 0.3398 1.1357
C 1.6394 -0.5441 0.0020
C 0.4183 -0.5746 -0.5851
C -2.0925 0.3081 0.0735
C -1.4948 1.8104 -0.2492
H 3.1070 0.8988 1.7237
H 4.0995 -0.5642 1.5815
H 4.9381 1.3721 1.0036
H 1.7473 -0.8819 1.1917
H 0.3025 -0.3024 -1.5680
H -0.5489 2.0071 0.2403
H -2.4358 2.3424 0.2586
H -1.6067 1.8928 -1.3540
S 3.2075 0.1584 -0.6171
S -1.0495 -1.1651 0.0272
S -3.7057 0.0816 0.2562
```

Löwdin atomic charge list, values in e, 2 entries:
1 C -0.369
2 C -0.503

The winner here is arrangement 1, beating the second structure by 0.1067 hartree.

Arrangement 1

C2H6O4 in the gas phase. Source: the OMol25 dataset; level of theory: ωB97M-V with the def2-TZVPD basis set.

**LUMO**: 1.0 eV
**SMILES**: CCOOOO
**Molar mass**: 94.07 g/mol

Geometry as XYZ:
```
12
C2H6O4, DFT ωB97M-V with the def2-TZVPD basis set
C 1.7614 0.4435 0.0128
C 0.6794 -0.6007 0.1337
O -0.6554 -0.2084 0.8843
O -0.9792 0.7864 -0.0692
O -1.9907 0.2828 -0.9578
O -3.2035 0.2040 -0.2839
H 1.5068 1.1887 -0.7372
H 2.6846 -0.0499 -0.2929
H 1.9258 0.9363 0.9694
H 0.4007 -1.0492 -0.8218
H 0.9613 -1.3971 0.8207
H -3.0912 -0.5365 0.3419
```

Löwdin atomic charge list, values in e, 2 entries:
1 C -0.081
2 C -0.169

Arrangement 2

C2H6O4 in the gas phase. Source: the OMol25 dataset; level of theory: ωB97M-V with the def2-TZVPD basis set.

**LUMO**: 0.6 eV
**SMILES**: COC(O)(O)O
**Molar mass**: 94.07 g/mol

Geometry as XYZ:
```
12
C2H6O4, DFT ωB97M-V with the def2-TZVPD basis set
C -1.3840 -0.1033 -0.2730
O -0.2577 -0.7293 0.1420
C 1.0805 -0.0536 0.0003
O 1.3157 0.4219 1.2352
O 0.9138 0.8618 -0.9881
O 2.0085 -0.9462 -0.3709
H -1.5762 1.0032 0.0239
H -2.2844 -0.5306 0.2439
H -1.3306 -0.1552 -1.3498
H 1.5421 -0.3787 1.8749
H 1.0314 1.8507 -0.6359
H 1.8392 -1.2028 -1.2435
```

Löwdin atomic charge list, values in e, 2 entries:
1 C -0.174
2 O -0.113

The winner here is arrangement 2, beating the second structure by 0.2543 hartree.